C46H125N5O27 | ωB97M-V/def2-TZVPD

```
203
Properties=species:S:1:pos:R:3:forces:R:3
C -9.913 -0.144 2.124 1.0 -0.4 1.5
O -9.467 -0.978 3.251 -1.2 0.1 -1.1
C -9.315 -2.342 2.863 2.4 0.2 -0.3
C -7.896 -2.477 2.193 0.1 0.0 0.9
N -6.769 -2.050 3.088 -1.3 -1.7 -0.5
C -5.504 -2.131 2.357 -0.8 1.5 -1.1
C -4.355 -1.869 3.266 0.3 -1.2 0.6
O -3.138 -2.252 2.675 -0.3 -0.3 -1.6
C -2.066 -2.275 3.562 -0.1 0.9 1.1
H -9.970 0.866 2.531 -0.4 -0.1 0.0
H -10.863 -0.510 1.737 0.0 0.1 -0.1
H -9.141 -0.089 1.356 -0.1 -0.3 -0.2
H -10.100 -2.761 2.233 -0.2 0.5 -0.4
H -9.312 -2.999 3.733 0.1 0.4 0.4
H -7.808 -1.927 1.256 -0.4 0.3 -0.3
H -7.736 -3.517 1.910 0.1 -0.2 0.2
H -6.986 -1.141 3.470 0.3 0.2 -0.2
H -5.528 -1.387 1.560 0.2 0.5 -0.4
H -5.399 -3.042 1.768 -0.1 -0.5 0.7
H -4.561 -2.558 4.085 0.2 0.2 0.7
H -4.347 -0.840 3.624 0.1 0.2 0.1
H -1.856 -1.246 3.853 0.3 0.2 0.2
H -1.135 -2.688 3.174 -0.4 -0.2 -0.4
H -2.363 -2.776 4.484 0.2 -0.4 0.2
C -3.281 -5.035 -3.597 -1.0 1.2 -0.4
O -2.877 -4.670 -2.279 -0.9 -0.8 -1.0
C -3.095 -5.790 -1.395 1.5 0.6 -0.8
C -2.412 -5.401 -0.113 0.8 -0.4 0.1
N -0.941 -5.254 -0.356 -1.6 -0.3 0.2
C -0.249 -4.469 0.644 1.6 -0.1 -0.6
C 1.272 -4.545 0.271 -0.4 1.3 -0.2
O 1.615 -3.671 -0.863 -0.7 -0.7 1.0
C 1.903 -2.323 -0.510 0.3 -0.3 0.2
H -2.765 -5.840 -4.121 0.6 -0.1 0.5
H -3.282 -4.149 -4.231 0.7 0.2 0.1
H -4.345 -5.263 -3.658 -0.3 -0.5 0.5
H -2.514 -6.578 -1.874 -0.1 -0.7 0.3
H -4.139 -6.095 -1.332 -0.2 0.3 0.2
H -2.532 -6.213 0.603 -0.1 0.1 0.2
H -2.878 -4.495 0.275 0.0 0.2 0.2
H -0.848 -4.738 -1.219 0.1 0.0 -0.3
H -0.370 -4.805 1.673 -0.2 -0.5 -0.1
H -0.585 -3.432 0.650 0.1 0.4 0.0
H 1.571 -5.551 -0.023 -0.3 0.0 -0.1
H 1.846 -4.290 1.162 0.3 0.3 0.0
H 1.400 -1.983 0.395 -0.3 -0.1 0.1
H 1.644 -1.653 -1.329 -0.2 -0.2 -0.1
H 2.973 -2.238 -0.321 0.2 0.1 0.1
C 0.963 2.589 -1.988 0.2 0.2 -0.1
O 1.489 1.830 -3.014 0.7 -1.9 -0.5
C 2.357 2.524 -3.867 -0.9 0.4 -1.8
C 3.072 1.557 -4.795 1.3 0.2 2.4
N 2.341 0.913 -5.816 -0.5 -1.6 -1.3
C 1.282 -0.033 -5.401 -0.7 0.6 -0.7
C 0.910 -1.014 -6.545 -1.0 2.9 0.7
O 1.783 -2.055 -6.594 1.3 -0.9 -1.0
C 1.712 -2.954 -7.689 -0.1 -1.0 0.6
H 1.791 2.708 -1.288 -0.2 1.0 0.5
H 0.161 2.061 -1.473 0.0 -0.2 -0.2
H 0.577 3.481 -2.479 -0.1 0.7 0.8
H 3.083 3.212 -3.432 0.1 -0.3 0.8
H 1.713 3.160 -4.474 -0.1 0.5 -0.3
H 3.525 0.880 -4.070 -0.1 -0.8 0.3
H 3.996 1.992 -5.175 -0.3 0.6 -0.6
H 2.993 0.257 -6.222 0.6 0.3 -0.7
H 0.394 0.593 -5.305 -0.2 -0.3 0.8
H 1.541 -0.568 -4.487 -0.2 0.0 0.2
H 0.871 -0.352 -7.410 0.7 -0.1 -0.8
H -0.155 -1.228 -6.450 -0.1 -1.0 0.5
H 1.055 -3.763 -7.371 -0.2 -0.2 -0.2
H 2.688 -3.405 -7.868 0.2 0.1 0.4
H 1.387 -2.644 -8.682 -0.3 1.0 0.2
C 6.792 0.288 -6.753 -1.9 0.4 -0.2
O 5.440 -0.124 -7.105 0.6 1.0 1.2
C 5.298 -1.517 -7.308 0.7 0.3 -0.4
C 5.812 -2.363 -6.136 -0.2 1.3 -0.9
N 5.059 -1.940 -4.985 0.0 -0.8 0.6
C 5.804 -2.084 -3.725 -1.8 1.0 -0.3
C 4.990 -1.569 -2.514 0.5 1.0 0.3
O 4.936 -0.128 -2.344 0.6 -0.7 -1.9
C 4.221 0.308 -1.225 -0.2 -0.2 0.0
H 7.533 -0.226 -7.366 0.1 0.0 0.1
H 6.942 0.179 -5.679 0.3 -0.3 0.0
H 6.772 1.359 -6.953 0.3 -0.1 -0.1
H 5.894 -1.593 -8.218 -0.2 -1.4 -0.3
H 4.230 -1.674 -7.461 0.1 -0.1 -0.2
H 6.860 -2.085 -6.022 0.5 -0.3 0.1
H 5.763 -3.417 -6.408 -0.2 -0.2 0.3
H 4.718 -1.006 -5.160 0.1 0.2 0.4
H 6.765 -1.576 -3.801 0.4 0.0 0.3
H 5.929 -3.157 -3.582 0.3 0.0 0.2
H 5.541 -1.918 -1.641 -0.3 -0.5 0.4
H 3.956 -1.912 -2.551 0.1 -0.5 0.0
H 3.175 0.002 -1.186 0.0 -0.4 -0.2
H 4.168 1.395 -1.282 0.4 0.0 0.3
H 4.737 -0.086 -0.349 -0.2 0.4 0.5
C -6.810 -3.611 -4.640 0.1 0.0 -0.5
O -5.984 -2.850 -3.790 -0.3 0.1 0.3
C -5.817 -1.490 -4.175 -0.6 0.6 0.4
C -5.050 -0.742 -3.069 -0.5 -0.1 -0.7
N -3.749 -1.308 -2.960 0.3 -0.9 -1.5
C -2.962 -0.811 -1.879 0.6 -0.7 0.9
C -1.549 -1.434 -1.720 0.4 2.4 -0.4
O -0.716 -1.128 -2.887 -1.1 -1.5 2.1
C -0.729 -2.247 -3.725 1.0 0.4 -1.5
H -7.216 -4.511 -4.179 0.6 -0.1 0.5
H -6.226 -3.894 -5.516 -0.1 -0.2 -0.3
H -7.724 -3.112 -4.963 0.1 0.7 -0.1
H -6.790 -1.024 -4.328 -0.4 0.0 0.4
H -5.363 -1.357 -5.157 0.7 -0.4 -0.1
H -5.564 -0.867 -2.116 -0.6 0.2 0.2
H -4.999 0.318 -3.320 -0.1 0.1 0.0
H -3.979 -2.291 -2.931 0.9 -0.5 0.5
H -3.456 -1.011 -0.928 -0.3 0.2 0.6
H -2.950 0.272 -2.009 0.5 0.1 0.1
H -1.531 -2.450 -1.326 -0.3 -0.6 -1.1
H -1.001 -0.950 -0.911 -0.4 0.7 0.2
H 0.220 -2.182 -4.258 0.1 -0.4 -0.2
H -1.508 -2.127 -4.478 -0.4 -0.4 0.0
H -0.771 -3.218 -3.232 -0.2 0.1 0.2
O 1.058 -0.934 6.150 0.9 0.3 -0.8
H 0.960 -1.856 5.911 -0.1 -1.0 0.0
H 0.233 -0.708 6.580 -1.3 0.5 0.9
C 5.058 3.670 1.506 0.4 0.4 1.8
C 4.489 3.043 2.789 -1.0 -0.7 -1.8
O 3.089 2.931 2.606 -1.3 1.3 1.3
O 4.655 5.092 1.425 0.6 -2.2 -0.6
H 4.786 3.008 0.684 -0.7 0.8 -0.4
H 6.134 3.516 1.580 0.5 0.7 -0.2
H 4.693 3.615 3.695 -0.1 0.0 -0.1
H 4.777 1.997 2.886 1.0 0.0 0.3
H 2.834 2.419 1.836 0.4 -0.6 -0.3
H 4.986 5.435 2.259 -0.1 0.3 0.2
C 0.799 0.994 1.510 -0.1 -1.8 0.2
C 0.554 0.693 2.986 -0.5 2.0 0.0
O 0.888 -0.598 3.394 0.3 0.1 -1.3
O 2.129 0.661 1.103 0.0 0.9 -0.2
H 0.567 2.021 1.230 0.1 0.1 0.3
H 0.138 0.339 0.942 -0.3 0.0 -0.3
H -0.476 0.963 3.219 -0.7 -0.5 -0.4
H 1.019 1.486 3.571 1.0 -0.1 0.2
H 0.626 -0.645 4.317 0.2 -0.2 0.8
H 2.507 0.056 1.745 0.2 -0.4 0.3
C -1.198 2.730 5.675 -0.8 0.7 0.3
C -2.354 3.609 5.232 -0.6 0.0 -0.1
O -2.237 4.163 3.904 0.0 -0.6 0.6
O -1.430 2.541 7.085 0.6 0.5 -1.0
H -0.294 3.270 5.393 0.6 -0.1 0.5
H -1.203 1.765 5.167 -0.1 -0.1 -0.1
H -2.501 4.446 5.914 0.2 -0.1 0.3
H -3.250 2.992 5.300 -0.2 0.2 -0.4
H -1.312 4.403 3.814 0.4 0.2 -0.3
H -1.109 1.654 7.262 0.1 -0.7 0.4
C -1.278 6.335 -0.301 1.7 -0.8 0.7
C 0.119 5.773 0.089 -1.1 -0.8 0.0
O 1.065 5.795 -0.956 -0.2 0.6 0.2
O -1.180 7.758 -0.481 -0.6 -0.8 -0.7
H -1.989 5.999 0.454 -0.2 0.5 0.4
H -1.581 5.762 -1.177 0.0 0.9 -0.6
H 0.033 4.716 0.339 -0.3 -0.1 0.1
H 0.435 6.250 1.016 0.4 0.4 0.0
H 1.132 6.721 -1.203 0.2 0.2 -0.3
H -0.788 8.146 0.305 0.0 -0.2 0.2
C -2.949 2.421 0.067 2.0 -0.3 0.6
C -3.142 1.880 1.517 -0.8 1.0 -0.9
O -3.965 2.754 2.249 -1.2 -0.4 -0.1
O -4.062 2.416 -0.776 -0.9 -0.3 -0.1
H -2.169 1.794 -0.366 0.1 -0.6 -0.3
H -2.458 3.392 0.003 -0.2 0.4 0.7
H -2.217 1.646 2.043 0.4 0.3 -0.3
H -3.646 0.920 1.409 -0.3 -0.1 0.0
H -3.532 3.295 2.913 0.9 0.0 -0.1
H -4.190 3.285 -1.162 0.0 -0.1 0.2
C 3.232 1.400 7.119 -0.4 -1.3 -1.7
C 2.469 2.251 6.118 1.0 0.8 0.5
O 2.302 3.552 6.704 -0.6 0.2 -0.3
O 3.447 0.117 6.483 1.8 1.3 0.7
H 2.680 1.310 8.055 -0.3 -0.1 0.1
H 4.177 1.890 7.353 0.2 -0.3 -0.2
H 1.609 1.722 5.710 -0.6 0.3 0.6
H 3.061 2.507 5.239 0.3 -0.5 0.0
H 1.847 3.537 7.549 -0.2 -0.3 0.0
H 2.618 -0.338 6.316 -0.8 0.0 0.4
C 4.437 -2.375 2.447 0.4 -1.2 -0.7
C 5.125 -2.646 3.752 -0.6 -0.9 -0.1
O 4.383 -2.141 4.826 0.1 -0.4 0.5
O 4.377 -1.033 2.186 -1.1 2.7 -0.1
H 3.436 -2.805 2.475 -0.3 0.4 0.2
H 4.874 -2.802 1.544 0.6 -0.9 0.3
H 6.168 -2.329 3.765 0.2 0.3 -0.1
H 5.107 -3.730 3.861 0.3 -0.2 0.2
H 3.952 -1.302 4.649 0.2 0.4 -0.2
H 5.247 -0.673 1.996 0.1 -0.1 0.0
C 2.223 6.498 4.869 0.6 0.2 -0.9
C 1.587 6.019 3.523 0.1 1.3 1.3
O 1.088 4.740 3.729 -0.9 -0.6 -0.2
O 3.290 5.653 5.251 0.3 0.6 -0.4
H 1.513 6.641 5.684 -0.6 -0.7 -0.1
H 2.627 7.508 4.792 0.3 0.1 -0.5
H 2.246 6.069 2.656 0.6 -0.1 0.2
H 0.771 6.695 3.266 -0.4 0.1 0.1
H 1.703 4.120 3.329 0.4 -0.6 -0.1
H 2.928 4.857 5.645 -0.4 -0.4 0.4
```
Forces are in eV/Å.

Properties
- LUMO level (spin up / spin down): 1.96 / 1.96 eV
- HOMO-LUMO gap (spin up / spin down): 0.09972 / 0.31818 hartree
- ⟨S²⟩: 0.7505
- Total energy: -112448.7546 eV
- Max |F|: 3.1 eV Å⁻¹
- Net charge: -1
- 2S+1: 2


C46H27ClN8NiOS3 | ωB97M-V/def2-TZVPD

```
87
Properties=species:S:1:pos:R:3:forces:R:3
Ni -0.328 0.369 -0.955 -0.8 0.3 -0.8
C 5.826 1.770 0.222 -0.1 -0.1 0.0
C 5.266 3.006 0.640 0.0 0.2 0.1
C 3.911 3.130 0.835 0.0 0.0 0.0
C 3.091 2.013 0.640 0.3 -0.3 0.0
C 1.687 1.876 0.742 -0.5 0.3 0.3
N 1.424 0.526 0.388 0.1 -0.1 0.1
C 2.628 -0.177 0.093 0.3 0.0 0.3
N 2.675 -1.449 -0.389 -0.3 -0.4 -0.3
C 1.762 -1.949 -1.153 0.3 0.6 0.3
C 1.591 -3.323 -1.526 -0.3 -0.6 -0.4
C 2.348 -4.453 -1.224 0.0 0.2 0.0
C 1.951 -5.680 -1.724 0.1 -0.2 0.0
C 0.788 -5.799 -2.505 0.0 0.1 0.0
C 0.026 -4.690 -2.813 0.0 -0.1 0.0
C 0.442 -3.438 -2.350 0.3 0.1 0.2
C -0.138 -2.152 -2.549 -0.1 0.0 0.0
N -1.218 -1.888 -3.226 0.0 0.1 -0.1
C -1.918 -0.741 -3.171 -0.1 -0.2 0.1
N -1.859 0.176 -2.159 0.3 0.2 -0.3
C -2.821 1.119 -2.335 0.2 -0.2 0.2
N -3.117 2.134 -1.505 -0.2 0.1 0.0
C -2.309 2.516 -0.533 0.2 0.0 -0.2
N -1.024 2.089 -0.303 0.2 -0.2 0.4
C -0.473 2.800 0.712 -0.3 0.1 -0.2
N 0.808 2.794 1.099 0.4 -0.2 0.2
C -1.460 3.727 1.222 0.0 -0.1 -0.1
C -1.428 4.649 2.262 0.0 0.1 0.0
C -2.574 5.378 2.530 0.1 0.0 0.1
C -3.736 5.192 1.765 -0.1 0.0 -0.1
C -3.769 4.285 0.719 -0.1 0.1 0.0
C -2.623 3.547 0.438 0.2 0.0 0.2
C -3.535 0.823 -3.552 0.1 -0.2 -0.2
C -4.529 1.493 -4.263 0.0 0.0 0.0
C -4.942 0.979 -5.477 -0.1 0.1 0.0
C -4.382 -0.206 -5.991 0.0 -0.1 0.0
C -3.393 -0.880 -5.303 -0.1 -0.1 0.0
C -2.959 -0.364 -4.079 -0.1 0.1 0.1
N 0.751 -1.187 -1.886 -0.1 -0.1 0.2
C 3.657 0.746 0.252 -0.5 0.1 0.1
C 5.050 0.660 0.020 0.2 0.0 -0.1
H 6.895 1.718 0.046 0.0 0.0 0.0
H 5.920 3.857 0.799 0.0 0.0 0.0
H 3.459 4.066 1.142 0.0 0.0 0.0
H 3.236 -4.358 -0.612 0.0 0.0 0.0
H 2.540 -6.565 -1.512 0.0 0.0 0.0
H 0.498 -6.775 -2.878 0.0 0.0 0.0
H -0.869 -4.765 -3.418 0.0 0.0 0.0
H -0.520 4.779 2.840 0.0 0.0 0.0
H -2.581 6.100 3.339 0.0 0.0 0.0
H -4.620 5.776 1.999 0.0 0.0 0.0
H -4.667 4.148 0.128 0.0 0.0 0.0
H -4.955 2.408 -3.865 0.0 0.0 0.0
H -5.700 1.500 -6.052 0.0 0.0 0.0
H -4.734 -0.583 -6.945 0.0 0.0 0.0
H -2.946 -1.785 -5.698 0.0 0.0 0.0
H 5.477 -0.282 -0.305 0.0 0.0 0.0
O 0.358 -0.159 0.975 0.2 -0.1 0.8
C 0.403 -0.704 2.387 0.1 0.0 0.0
C 0.991 -2.093 2.350 0.2 0.0 0.0
C 0.389 -3.154 1.737 0.0 0.1 0.0
C 1.142 -4.349 1.809 0.0 -0.1 0.0
C 2.316 -4.181 2.472 0.1 0.2 0.1
S 2.514 -2.566 3.013 -0.2 -0.1 -0.1
C 1.049 0.240 3.360 -0.1 0.3 -0.1
C 2.374 0.502 3.567 0.0 0.0 -0.1
C 2.592 1.580 4.456 0.2 0.1 0.0
C 1.432 2.121 4.914 -0.3 0.0 -0.1
S 0.059 1.328 4.273 0.3 0.0 -0.1
C -1.081 -0.819 2.677 -0.1 0.1 -0.3
C -1.654 -1.398 3.771 0.0 0.0 0.0
C -3.067 -1.304 3.756 0.0 -0.1 0.1
C -3.528 -0.659 2.648 0.1 0.0 -0.1
S -2.261 -0.153 1.614 -0.2 -0.1 0.3
H -0.564 -3.074 1.231 0.0 0.0 0.0
H 0.816 -5.285 1.378 0.1 0.0 -0.1
H 3.100 -4.897 2.657 -0.1 -0.1 0.0
H 3.177 -0.022 3.071 0.0 0.1 -0.1
H 3.576 1.948 4.713 0.0 0.0 0.0
H 1.295 2.957 5.582 0.1 0.0 0.0
H -1.077 -1.862 4.559 0.0 0.0 0.0
H -3.702 -1.698 4.538 0.0 0.0 0.0
H -4.553 -0.457 2.380 0.0 0.0 0.0
Cl 2.517 -1.004 -4.011 -0.1 0.0 0.0
C 1.312 -0.226 -2.780 0.4 0.0 -0.4
H 0.564 0.215 -3.427 -0.1 0.0 0.1
H 1.937 0.512 -2.290 -0.1 0.0 0.1
```
Forces are in eV/Å.

Properties
- LUMO level (spin up / spin down): 3.85 / 3.85 eV
- HOMO-LUMO gap (spin up / spin down): 0.13608 / 0.15446 hartree
- ⟨S²⟩: 2.1914
- Total energy: -148179.9933 eV
- Max |F|: 1.2 eV Å⁻¹
- Net charge: -2
- 2S+1: 3
- Energy above the lowest of the compared OMol25 structures with the same formula, charge and spin: 397.3 kJ/mol